Version P
A 2-piece molecular cluster, C4H11N4 overall, computed with ωB97M-V with the def2-TZVPD basis set.

The geometry in XYZ format:
```
19
C4H11N4 | OMol25 | ωB97M-V with the def2-TZVPD basis set
C -0.519 2.453 -0.792
C 0.246 1.828 -0.110
C -1.475 -0.411 1.449
C 0.624 -0.635 0.421
N 2.735 -0.560 -0.783
N 1.344 -0.805 -0.673
N -0.636 -0.840 0.438
N -1.184 -1.287 -0.838
H -1.400 2.944 -1.267
H 3.128 -0.311 0.129
H 1.075 1.774 0.471
H -1.012 -0.476 2.433
H -1.721 0.646 1.200
H -2.418 -1.027 1.670
H 1.007 -0.452 1.344
H 2.825 0.215 -1.471
H -1.337 -0.384 -1.414
H 0.915 -1.067 -1.581
H -2.195 -1.605 -0.626
```

Summary:
**Charge**: +1
**Orbital gap**: 10.27 eV
**HOMO**: -0.4904 Ha
**LUMO energy**: -3.1 eV

Computed Löwdin charges, given in elementary charges:
1. C 0.080
2. C -0.035
3. C -0.054
4. C -0.175
5. N 0.074
6. N -0.014
7. N -0.233
8. N 0.112
9. H 0.077
10. H 0.104
11. H 0.023
12. H 0.107
13. H 0.100
14. H 0.137
15. H 0.139
16. H 0.116
17. H 0.128
18. H 0.171
19. H 0.144


Version Q
A 2-piece molecular cluster, C4H11N4 overall, computed with ωB97M-V with the def2-TZVPD basis set.

The geometry in XYZ format:
```
19
C4H11N4 | OMol25 | ωB97M-V with the def2-TZVPD basis set
C 0.363 0.483 0.734
C -0.608 -1.988 -3.758
C 0.621 2.804 0.411
C 0.214 -0.849 2.872
N -1.579 -0.929 -1.741
N -1.282 -1.472 -2.697
N 0.177 1.745 1.170
N 0.057 -0.597 1.435
H 0.478 -1.529 -3.869
H -1.109 -1.783 -4.738
H -0.416 -3.212 -3.689
H -0.114 3.172 -0.314
H 0.744 3.827 1.015
H 1.635 2.569 0.095
H -0.666 -0.907 3.535
H 0.707 0.057 3.311
H 0.783 -1.751 3.134
H -0.078 1.859 2.116
H 0.073 -1.498 0.979
```

Summary:
**Charge**: +1
**Orbital gap (alpha / beta)**: 4.96 / 4.94 eV
**HOMO (alpha / beta)**: -0.3962 / -0.3959 Ha
**LUMO energy (alpha / beta)**: -5.8 / -5.8 eV

Computed Löwdin charges, given in elementary charges:
1. C -0.179
2. C -0.039
3. C -0.160
4. C -0.092
5. N 0.417
6. N 0.007
7. N -0.103
8. N -0.096
9. H 0.173
10. H 0.130
11. H 0.201
12. H 0.077
13. H 0.132
14. H 0.076
15. H 0.079
16. H 0.088
17. H 0.085
18. H 0.113
19. H 0.090


Energies relative to the most stable structure are version P 0.0; version Q 28.8, reported in kJ/mol.


Version P
C2H3N2O2 as an isolated structure, computed with ωB97M-V with the def2-TZVPD basis set.

The geometry in XYZ format:
```
9
C2H3N2O2 | OMol25 | ωB97M-V with the def2-TZVPD basis set
C -0.784 0.288 0.339
C 0.561 0.928 0.389
N -0.916 -0.955 0.478
N 1.572 -0.996 -0.938
O 0.772 -1.043 -1.717
O 1.551 0.583 -0.239
H -1.620 0.959 0.165
H 0.706 1.544 1.199
H -1.841 -1.307 0.325
```

Summary:
**Charge**: +1
**Orbital gap**: 8.73 eV
**HOMO**: -0.5815 Ha
**LUMO energy**: -7.1 eV

Computed Löwdin charges, given in elementary charges:
1. C -0.150
2. C -0.030
3. N 0.166
4. N 0.302
5. O 0.267
6. O 0.085
7. H 0.138
8. H 0.134
9. H 0.088


Version Q
An isolated ion of composition C2H3N2O2 and charge +1, computed with ωB97M-V with the def2-TZVPD basis set.

The geometry in XYZ format:
```
9
C2H3N2O2 | OMol25 | ωB97M-V with the def2-TZVPD basis set
O 1.981 0.277 -0.036
N 0.695 0.057 -0.039
C -0.416 0.851 -0.018
C -1.408 -0.059 -0.001
O -0.936 -1.267 -0.060
N 0.414 -1.173 -0.009
H 2.354 -0.593 0.166
H -0.250 1.952 -0.034
H -2.432 -0.044 0.031
```

Summary:
**SMILES string**: O[n+]1ccon1
**Charge**: +1
**Orbital gap**: 11.45 eV
**HOMO**: -0.6291 Ha
**LUMO energy**: -5.7 eV

Computed Löwdin charges, given in elementary charges:
1. O 0.198
2. N -0.152
3. C 0.113
4. C -0.004
5. O 0.143
6. N 0.206
7. H 0.168
8. H 0.186
9. H 0.142


Energies relative to the most stable structure are version P 38.4; version Q 0.0, reported in kJ/mol.


Version P
C2H4N5O2S as an isolated structure, computed with ωB97M-V with the def2-TZVPD basis set.

The geometry in XYZ format:
```
14
C2H4N5O2S | OMol25 | ωB97M-V with the def2-TZVPD basis set
C 2.265 1.125 -0.026
C -0.426 -0.496 -0.442
N 4.175 0.414 0.250
N 3.365 1.361 0.708
N 2.316 0.058 -0.832
N 3.547 -0.360 -0.636
N 0.513 1.903 0.396
O -1.813 1.468 0.789
O -0.962 1.859 -1.528
S -0.806 1.216 -0.222
H -0.103 -0.985 0.436
H -1.323 -1.248 -0.714
H 0.323 -0.633 -1.115
H 0.434 1.971 1.357
```

Summary:
**Charge**: -1
**Orbital gap**: 9.35 eV
**HOMO**: -0.2154 Ha
**LUMO energy**: 3.5 eV

Computed Löwdin charges, given in elementary charges:
1. C -0.263
2. C -0.191
3. N -0.148
4. N -0.048
5. N -0.060
6. N -0.139
7. N -0.088
8. O -0.356
9. O -0.356
10. S 0.499
11. H 0.041
12. H 0.121
13. H -0.024
14. H 0.011


Version Q
A 2-piece molecular cluster, C2H4N5O2S overall, computed with ωB97M-V with the def2-TZVPD basis set.

The geometry in XYZ format:
```
14
C2H4N5O2S | OMol25 | ωB97M-V with the def2-TZVPD basis set
C 0.870 -0.140 2.552
C 0.857 -0.989 -1.251
N 1.199 -1.732 3.744
N 1.157 -1.400 2.431
N 0.605 0.361 3.756
N 0.760 -0.753 4.487
N 0.574 0.974 0.706
O 0.944 1.647 -1.620
O 2.757 0.456 -0.521
S 1.323 0.602 -0.694
H 1.718 -1.335 -1.828
H 1.053 -1.513 -0.344
H -0.095 -1.182 -1.641
H -0.407 0.962 0.413
```

Summary:
**Charge**: -1
**Orbital gap**: 9.43 eV
**HOMO**: -0.2326 Ha
**LUMO energy**: 3.1 eV

Computed Löwdin charges, given in elementary charges:
1. C -0.256
2. C -0.169
3. N -0.137
4. N -0.029
5. N -0.037
6. N -0.141
7. N -0.125
8. O -0.359
9. O -0.359
10. S 0.446
11. H 0.068
12. H 0.025
13. H 0.045
14. H 0.027


Energies relative to the most stable structure are version P 0.0; version Q 64.7, reported in kJ/mol.


Version P
A 2-piece molecular cluster, C5H12 overall, computed with ωB97M-V with the def2-TZVPD basis set.

The geometry in XYZ format:
```
17
C5H12 | OMol25 | ωB97M-V with the def2-TZVPD basis set
C -0.755 -2.325 1.156
C -1.634 -1.348 1.478
C -0.982 0.003 2.016
H -1.002 -3.417 0.975
H 0.193 -2.138 0.587
H -2.649 -1.813 1.525
H -0.044 -0.315 2.511
H -1.035 0.664 1.127
H -1.511 0.478 2.851
C 1.834 1.315 -1.432
C 1.068 1.891 -2.718
H 1.428 1.391 -0.484
H 2.961 1.645 -1.395
H 1.924 0.164 -1.464
H 1.011 2.995 -2.623
H 1.512 1.646 -3.630
H 0.022 1.485 -2.973
```

Summary:
**SMILES string**: C=CC.CC
**Orbital gap**: 10.39 eV
**HOMO**: -0.3425 Ha
**LUMO energy**: 1.1 eV

Computed Löwdin charges, given in elementary charges:
1. C -0.080
2. C -0.212
3. C -0.103
4. H 0.057
5. H 0.059
6. H 0.089
7. H 0.070
8. H 0.065
9. H 0.055
10. C -0.156
11. C -0.155
12. H -0.005
13. H 0.091
14. H 0.071
15. H 0.058
16. H 0.015
17. H 0.080


Version Q
A 2-piece molecular cluster, C5H12 overall, computed with ωB97M-V with the def2-TZVPD basis set.

The geometry in XYZ format:
```
17
C5H12 | OMol25 | ωB97M-V with the def2-TZVPD basis set
C -2.139 0.066 -1.686
C -2.425 0.923 -0.697
H -1.439 -0.778 -1.728
H -2.616 0.452 -2.679
H -2.209 0.666 0.376
H -2.972 1.795 -1.012
C 2.394 0.570 0.650
C 1.258 -0.249 1.259
C 0.513 -1.224 0.353
H 2.446 0.594 -0.439
H 3.347 0.040 0.869
H 2.639 1.555 1.073
H 0.578 0.372 1.861
H 1.694 -0.777 2.157
H 0.991 -1.112 -0.642
H 0.539 -2.283 0.541
H -0.586 -1.007 0.327
```

Summary:
**SMILES string**: C=C.CCC
**Orbital gap**: 11.28 eV
**HOMO**: -0.3699 Ha
**LUMO energy**: 1.2 eV

Computed Löwdin charges, given in elementary charges:
1. C -0.100
2. C -0.098
3. H 0.032
4. H 0.075
5. H 0.056
6. H 0.034
7. C -0.132
8. C -0.322
9. C -0.119
10. H 0.060
11. H 0.070
12. H 0.068
13. H 0.090
14. H 0.106
15. H 0.074
16. H 0.057
17. H 0.049


Energies relative to the most stable structure are version P 72.9; version Q 0.0, reported in kJ/mol.


Version P
One molecule with the formula C5H12, computed with ωB97M-V with the def2-TZVPD basis set.

The geometry in XYZ format:
```
17
C5H12 | OMol25 | ωB97M-V with the def2-TZVPD basis set
C 1.107 0.383 -1.398
C 0.687 1.214 0.223
C 0.448 0.061 1.154
C -0.359 -1.054 0.503
C -1.787 -0.681 0.153
H 0.578 -0.266 -2.101
H 1.138 1.281 -2.018
H 2.148 0.090 -1.260
H -0.219 1.784 0.014
H 1.532 1.839 0.510
H -0.115 0.419 2.031
H 1.406 -0.346 1.493
H -0.332 -1.959 1.117
H 0.241 -1.011 -0.581
H -2.331 -0.276 1.013
H -1.814 0.078 -0.635
H -2.329 -1.555 -0.219
```

Summary:
**SMILES string**: CCCCC
**Orbital gap**: 11.27 eV
**HOMO**: -0.3700 Ha
**LUMO energy**: 1.2 eV

Computed Löwdin charges, given in elementary charges:
1. C -0.087
2. C -0.118
3. C -0.303
4. C -0.288
5. C -0.127
6. H 0.050
7. H 0.033
8. H 0.050
9. H 0.079
10. H 0.087
11. H 0.108
12. H 0.108
13. H 0.102
14. H 0.099
15. H 0.072
16. H 0.067
17. H 0.069


Version Q
One molecule with the formula C5H12, computed with ωB97M-V with the def2-TZVPD basis set.

The geometry in XYZ format:
```
17
C5H12 | OMol25 | ωB97M-V with the def2-TZVPD basis set
C -0.768 -0.962 1.475
C 0.328 0.168 1.063
C -0.042 0.607 -0.329
C 1.227 1.178 -0.886
C -0.640 -0.599 -1.249
H -0.696 -1.338 2.564
H -0.676 -2.035 0.766
H -1.774 -0.472 1.406
H 0.221 1.032 1.864
H 1.502 -0.190 1.031
H -0.815 1.397 -0.149
H 1.980 0.351 -0.857
H 1.481 2.080 -0.278
H 1.176 1.548 -1.939
H -0.607 -0.269 -2.328
H -0.211 -1.673 -1.208
H -1.687 -0.821 -0.946
```

Summary:
**SMILES string**: CCC(C)C
**Orbital gap**: 11.99 eV
**HOMO**: -0.3981 Ha
**LUMO energy**: 1.2 eV

Computed Löwdin charges, given in elementary charges:
1. C -0.147
2. C -0.267
3. C -0.487
4. C -0.136
5. C -0.099
6. H 0.064
7. H 0.126
8. H 0.062
9. H 0.132
10. H 0.144
11. H 0.139
12. H 0.086
13. H 0.090
14. H 0.079
15. H 0.074
16. H 0.084
17. H 0.055


Energies relative to the most stable structure are version P 40.4; version Q 0.0, reported in kJ/mol.


Version P
C3HO3S as an isolated structure, computed with ωB97M-V with the def2-TZVPD basis set.

The geometry in XYZ format:
```
8
C3HO3S | OMol25 | ωB97M-V with the def2-TZVPD basis set
C -0.978 0.907 0.468
C 1.262 -0.850 0.071
C -0.289 0.136 -0.449
O 1.022 -1.485 1.093
O -0.990 1.948 1.095
O 2.109 -0.634 -0.700
S -1.971 -0.531 -0.008
H -0.165 0.510 -1.570
```

Summary:
**Charge**: -1
**Orbital gap**: 7.51 eV
**HOMO**: -0.1482 Ha
**LUMO energy**: 3.5 eV

Computed Löwdin charges, given in elementary charges:
1. C -0.785
2. C -0.684
3. C -0.421
4. O -0.027
5. O 0.008
6. O 0.041
7. S 0.742
8. H 0.125


Version Q
An isolated ion of composition C3HO3S and charge -1, computed with ωB97M-V with the def2-TZVPD basis set.

The geometry in XYZ format:
```
8
C3HO3S | OMol25 | ωB97M-V with the def2-TZVPD basis set
O -2.617 0.686 0.038
C -1.416 0.457 -0.006
O -0.784 -0.468 0.661
C 0.521 -0.674 0.600
O 1.034 -1.562 1.274
C 1.166 0.126 -0.665
S -0.171 1.081 -1.241
H 2.268 0.353 -0.661
```

Summary:
**SMILES string**: O=c1oc([O-])cs1
**Charge**: -1
**Orbital gap**: 5.95 eV
**HOMO**: -0.0859 Ha
**LUMO energy**: 3.6 eV

Computed Löwdin charges, given in elementary charges:
1. O -0.013
2. C -0.755
3. O 0.049
4. C -0.604
5. O -0.025
6. C -0.469
7. S 0.803
8. H 0.013


Energies relative to the most stable structure are version P 0.0; version Q 21.3, reported in kJ/mol.


Version P
One molecule with the formula C2H3N3S2, computed with ωB97M-V with the def2-TZVPD basis set.

The geometry in XYZ format:
```
10
C2H3N3S2 | OMol25 | ωB97M-V with the def2-TZVPD basis set
S 1.775 -1.470 -0.116
C 0.616 -0.138 -0.128
N 0.887 1.140 -0.102
C -0.308 1.699 -0.103
N -1.343 0.846 -0.118
N -0.711 -0.350 -0.130
S -1.562 -1.814 -0.202
H 2.833 -0.686 -0.127
H -0.461 2.779 -0.154
H -1.726 -2.005 1.180
```

Summary:
**SMILES string**: Sc1ncnn1S
**Orbital gap**: 9.67 eV
**HOMO**: -0.3370 Ha
**LUMO energy**: 0.5 eV

Computed Löwdin charges, given in elementary charges:
1. S 0.796
2. C -0.786
3. N 0.067
4. C -0.237
5. N 0.039
6. N -0.575
7. S 0.805
8. H -0.137
9. H 0.112
10. H -0.084


Version Q
One molecule with the formula C2H3N3S2, computed with ωB97M-V with the def2-TZVPD basis set.

The geometry in XYZ format:
```
10
C2H3N3S2 | OMol25 | ωB97M-V with the def2-TZVPD basis set
C -0.896 0.555 0.064
C -0.545 -0.815 -0.526
N 0.654 -0.678 -1.123
N 1.032 0.576 -0.676
N 0.401 0.930 0.466
S 0.578 -0.666 1.667
S -0.693 -2.075 0.769
H -1.139 1.204 -0.851
H -1.438 0.398 0.981
H 2.046 0.571 -0.771
```

Summary:
**SMILES string**: C1C2=NNN1SS2
**Orbital gap**: 8.17 eV
**HOMO**: -0.3201 Ha
**LUMO energy**: -0.5 eV

Computed Löwdin charges, given in elementary charges:
1. C -0.371
2. C -0.657
3. N 0.020
4. N -0.129
5. N -0.243
6. S 0.497
7. S 0.521
8. H 0.148
9. H 0.066
10. H 0.146


Energies relative to the most stable structure are version P 0.0; version Q 404.7, reported in kJ/mol.